1.
10
Properties=species:S:1:pos:R:3:forces:R:3 method="wB97M-V/def2-TZVPD" lumo_energy_ev=8.213 e_homo_ha=0.12678 multiplicity=1 total_charge=-2 gap_ha=0.1750 e_tot_ev=-10111.7949
N 0.22233 1.11342 -0.74019 0.01 0.01 0.03
N -0.23865 -1.64657 1.25457 0.15 0.08 0.39
N 0.65267 -0.17746 -1.24567 0.34 -0.14 -0.43
N 0.95761 -1.15427 1.18485 -0.40 1.16 1.20
O -0.51371 -1.02330 -1.30470 -0.42 0.13 0.24
O 1.16261 0.01988 1.76257 -0.40 -1.31 -0.32
H 0.92121 1.75442 -1.13364 -0.28 -0.22 0.22
H 0.41435 1.08342 0.28676 0.05 0.20 -0.23
H -0.91623 -0.97222 1.71093 0.96 -0.01 -0.23
H -0.56860 -1.39594 -0.36726 -0.01 0.11 -0.87


2.
13
Properties=species:S:1:pos:R:3:forces:R:3 method="wB97M-V/def2-TZVPD" lumo_energy_ev=0.818 e_homo_ha=-0.33632 multiplicity=1 total_charge=0 gap_ha=0.3664 e_tot_ev=-19171.3241
C 0.87288 0.77679 0.07277 -0.82 -2.58 -0.37
C -0.17850 0.94617 -1.00186 -0.10 -2.72 -1.80
C 0.85841 -0.72378 0.43540 -1.81 -0.08 1.54
C -0.53876 -1.32092 0.30393 -0.37 -1.01 2.50
O -2.00967 0.71587 0.83066 -1.28 1.48 2.37
O 0.47630 -1.67022 -0.55116 1.07 -0.91 -0.37
S -1.64222 0.03370 -0.38038 0.89 -1.69 -1.28
H 1.81468 1.14889 -0.20339 1.29 0.57 -0.20
H 0.52392 1.10835 1.02020 -0.19 1.41 0.64
H -0.50670 1.92722 -1.22376 -0.31 1.08 0.01
H 0.00495 0.40688 -2.03433 0.24 1.07 2.05
H 1.30007 -1.06220 1.41647 0.29 0.14 -1.60
H -0.97537 -2.28673 1.31544 1.11 3.24 -3.48


3.
8
Properties=species:S:1:pos:R:3:forces:R:3 method="wB97M-V/def2-TZVPD" lumo_energy_ev=-6.101 e_homo_ha=-0.55861 multiplicity=1 total_charge=+1 gap_ha=0.3344 e_tot_ev=-7243.6583
C 0.55470 -0.44026 0.36661 -2.04 0.18 1.52
C -1.70009 0.23191 -0.38011 2.58 2.14 -1.41
C 0.16956 -1.71515 0.65912 1.63 1.51 -2.34
O -2.49990 -0.40154 0.06736 -1.09 -0.66 0.40
O -0.10808 -2.79447 0.54509 -0.94 -1.51 0.89
H 0.80233 0.14079 1.22321 -0.10 0.60 0.66
H -1.35874 1.12208 -1.07627 -0.68 -1.77 1.40
H 1.14481 -0.20677 -0.47360 0.63 -0.49 -1.13


4.
22
Properties=species:S:1:pos:R:3:forces:R:3 method="wB97M-V/def2-TZVPD" lumo_energy_ev=0.520 e_homo_ha=-0.32126 multiplicity=1 total_charge=0 gap_ha=0.3404 smiles=NC[C@H](N)CCO.O e_tot_ev=-11449.8480
N -1.93634 -1.69769 -0.11415 0.00 -0.49 -0.50
C -0.81011 -0.83443 -0.38272 0.66 0.08 0.22
C 0.34018 -1.28892 0.50989 0.25 -0.22 0.81
C 1.70043 -0.73845 0.14308 -0.77 -0.31 -2.14
O 1.90906 -1.09152 -1.25871 0.27 -0.33 0.13
C -1.12729 0.62327 -0.12021 -0.52 0.53 -0.14
N -2.25881 1.03911 -0.97664 0.22 0.33 0.13
H -2.79148 -1.32363 -0.50822 0.02 0.06 0.30
H -2.01276 -1.84295 0.88031 -0.37 0.05 0.13
H -0.46959 -0.93754 -1.41880 -0.27 -0.11 -0.04
H 0.38593 -2.38112 0.55334 -0.09 0.04 -0.24
H 0.12205 -0.95799 1.53812 0.00 -0.05 -0.06
H 2.50275 -1.16537 0.72160 0.20 0.16 0.56
H 1.62821 0.33343 0.11894 0.52 0.58 0.74
H 2.85033 -1.11426 -1.47350 -0.26 0.11 0.24
H -0.25688 1.27194 -0.25867 0.12 -0.13 0.02
H -1.45828 0.72917 0.91905 0.09 -0.02 0.00
H -1.98912 0.89381 -1.94274 -0.03 0.05 -0.12
H -2.40664 2.04513 -0.87412 -0.05 -0.39 -0.05
H 2.51118 2.32080 1.69868 -0.19 0.07 -0.17
H 1.74256 3.53496 1.17620 0.00 0.00 0.00
O 1.82461 2.58225 1.06928 0.19 -0.03 0.19


5.
97
Properties=species:S:1:pos:R:3:forces:R:3 method="wB97M-V/def2-TZVPD" lumo_energy_ev=2.071 e_homo_ha=-0.15277 multiplicity=1 total_charge=-1 gap_ha=0.2289 e_tot_ev=-139448.5793
C -0.82017 0.02199 0.97346 -1.09 0.48 0.75
O -0.27682 0.00004 -0.39547 1.34 0.20 1.88
C 1.17185 0.26613 -0.42133 0.92 0.62 -0.80
C 1.54628 1.09109 -1.82127 -0.56 0.56 0.57
C 0.77422 2.54496 -1.75612 -0.51 -0.15 0.40
C -0.40005 2.73053 -2.90930 0.77 1.86 0.56
C -1.23895 4.10587 -2.46072 0.09 -1.05 -0.03
C -2.37788 3.68663 -1.34946 0.13 -1.45 -0.57
P -3.08516 5.23392 -0.39975 1.69 0.12 -2.63
C -4.47627 4.32137 0.53678 -1.16 -1.06 1.33
C -5.88921 4.17308 -0.27962 -0.67 -1.05 0.92
C -6.36892 2.57662 -0.14357 0.58 1.26 -1.63
Br -6.61985 2.25202 1.85306 -0.10 -0.21 -1.52
O -1.83839 4.77229 0.77885 0.43 2.18 3.02
C -1.86048 5.66045 1.95934 -2.02 -0.43 0.36
C -0.72352 5.49386 3.12579 -1.17 -0.29 0.32
N 0.28313 6.61760 3.21609 0.24 -0.71 1.51
C -2.27113 7.14046 1.39275 -3.47 -0.39 0.18
N -1.20920 8.12438 0.95874 5.51 -4.65 -5.62
C -0.25725 7.50629 0.13843 -1.54 0.13 4.88
S 1.13350 6.53907 -0.23475 -4.23 3.36 0.62
O -3.31129 6.82518 0.35756 1.86 0.19 2.37
H -0.01732 0.08279 1.82337 -1.24 -0.18 -1.78
H -1.47889 -0.92712 1.17593 1.30 1.64 -0.57
H -1.53890 0.96386 1.11183 1.59 -1.91 -0.44
H 1.45112 0.97734 0.48032 -0.42 -1.51 -1.76
H 1.80023 -0.74501 -0.36755 -1.35 1.99 0.03
H 2.70956 1.31639 -1.88170 -2.38 -0.97 0.13
H 1.14531 0.49748 -2.76694 1.07 1.10 2.01
H 1.52015 3.47199 -1.81920 -1.51 -2.10 -0.07
H 0.29729 2.61478 -0.66914 0.76 0.00 -2.37
H 0.17089 3.03400 -3.89953 -1.20 -1.09 1.70
H -1.10301 1.80248 -3.02924 1.50 1.72 0.23
H -0.40881 4.84088 -2.04758 -1.98 -1.40 -0.61
H -1.73438 4.62760 -3.39896 0.92 -1.10 1.90
H -3.24863 3.11925 -1.88821 1.49 0.81 0.64
H -1.91080 2.90927 -0.57535 -0.92 1.60 -1.70
H -3.99101 5.59982 -1.49767 -0.23 -0.09 0.54
H -2.10886 5.93955 -1.23873 0.28 0.21 0.61
H -4.73802 4.80293 1.59677 0.68 -1.04 -2.31
H -4.06988 3.22153 0.75161 -0.85 2.29 -0.38
H -6.75398 4.80786 0.24109 1.92 -1.25 -1.23
H -5.84625 4.45925 -1.41316 0.18 -0.56 2.09
H -7.34682 2.35884 -0.74993 1.64 0.37 1.61
H -5.52894 1.87809 -0.57340 -1.57 1.29 1.26
H -2.85013 5.35416 2.55306 1.85 0.75 -1.15
H -1.29059 5.46110 4.17480 0.77 -0.18 -2.26
H -0.24770 4.42351 2.99247 -0.55 2.34 0.10
H -0.15913 7.55828 3.31517 0.09 -1.28 -0.29
H 0.76942 6.46256 4.14934 -0.64 0.35 -1.63
H -2.92251 7.77821 2.15714 1.73 -1.44 -1.17
C 4.48550 -5.05340 0.02684 0.27 0.19 -0.30
O 4.95397 -4.18673 -0.99386 -0.11 0.06 0.27
C 3.94558 -3.27228 -1.42791 0.64 -0.10 -0.24
C 4.57885 -2.10736 -2.19297 -0.31 0.15 0.40
O 5.11690 -1.10113 -1.32455 0.28 -0.46 -0.05
C 6.36040 -1.43303 -0.69262 -0.09 0.40 -0.34
C 7.55030 -1.35472 -1.65203 -0.20 -0.71 0.15
O 7.65212 -2.55855 -2.41610 0.01 0.21 -0.23
C 8.50362 -2.40685 -3.54136 -0.28 -0.17 0.37
H 3.62857 -5.63487 -0.32422 -0.12 -0.03 0.10
H 5.29455 -5.73885 0.29334 -0.07 0.12 -0.14
H 4.21454 -4.47779 0.91717 -0.16 -0.04 0.05
H 3.38908 -2.88551 -0.56485 -0.01 0.05 -0.07
H 3.26335 -3.81769 -2.08773 -0.22 0.08 -0.04
H 3.78784 -1.60561 -2.76138 0.04 0.00 0.19
H 5.32456 -2.44716 -2.91493 0.03 -0.20 0.18
H 6.30159 -2.39966 -0.18711 0.13 -0.08 -0.24
H 6.50069 -0.67362 0.08430 -0.05 0.01 -0.17
H 8.47708 -1.24659 -1.07782 0.05 0.20 0.07
H 7.43067 -0.49351 -2.31870 -0.04 0.05 0.06
H 8.09581 -1.65923 -4.22726 0.11 0.12 -0.05
H 8.55653 -3.36496 -4.06392 -0.05 0.08 0.16
H 9.51097 -2.12065 -3.22416 0.07 0.09 -0.09
C -3.32512 -8.56242 1.73654 0.20 0.41 -0.21
O -3.11118 -7.20239 1.39457 -0.02 -0.18 0.29
C -4.02498 -6.32977 2.06165 0.50 0.15 -0.48
C -3.51353 -4.88774 2.01332 -0.07 -0.15 0.45
O -2.52406 -4.61668 3.01513 0.08 -0.32 -0.39
C -1.21806 -5.14604 2.75070 -0.07 0.51 0.00
C -0.46524 -4.35415 1.67895 -0.30 -0.64 -0.35
O -0.86781 -4.77750 0.37432 -0.06 0.15 0.17
C -0.47124 -3.85838 -0.63179 -0.19 -0.20 0.17
H -4.34107 -8.87067 1.47479 -0.08 -0.10 0.08
H -2.61296 -9.17362 1.17558 -0.10 0.18 0.01
H -3.14492 -8.71688 2.80477 -0.13 -0.08 0.07
H -4.14981 -6.64031 3.10671 -0.02 0.08 -0.02
H -4.98698 -6.39609 1.54356 -0.20 0.07 0.10
H -4.35220 -4.22290 2.24818 0.11 -0.11 0.08
H -3.15600 -4.61187 1.01891 0.06 -0.26 0.00
H -1.26299 -6.21274 2.51942 0.01 0.10 -0.26
H -0.67000 -5.04591 3.69390 -0.10 0.12 -0.09
H 0.60999 -4.54267 1.77209 0.13 0.12 0.16
H -0.66103 -3.28359 1.80554 0.02 0.00 0.08
H -0.95793 -2.89178 -0.47530 0.17 0.14 -0.04
H -0.78624 -4.25266 -1.60090 0.03 -0.05 0.18
H 0.61642 -3.73896 -0.63492 0.06 0.14 -0.03


6.
19
Properties=species:S:1:pos:R:3:forces:R:3 method="wB97M-V/def2-TZVPD" lumo_energy_ev=0.978 e_homo_ha=-0.34908 multiplicity=1 total_charge=0 gap_ha=0.3850 smiles=CC[C@H]1C[C@]1(C)O e_tot_ev=-8463.0444
C -2.10584 -0.36600 0.82128 0.02 -0.02 0.10
C -1.50537 -0.13115 -0.56390 0.12 0.04 0.00
C -0.06179 -0.59595 -0.65576 -0.01 -0.10 0.15
C 0.98070 0.01651 -1.56447 0.19 -0.01 -0.04
C 1.18974 -0.00423 -0.07613 0.05 0.10 0.03
C 1.36991 1.22532 0.77096 -0.03 0.05 0.02
O 2.04293 -1.06446 0.34654 0.32 0.28 0.26
H -3.15418 -0.05191 0.87611 0.17 -0.05 -0.05
H -1.54855 0.19252 1.58132 -0.07 -0.08 -0.07
H -2.06058 -1.42856 1.08373 -0.01 0.12 0.00
H -1.59722 0.93280 -0.82682 0.21 -0.17 0.06
H -2.10676 -0.66461 -1.31486 0.21 0.06 0.11
H 0.18352 -1.64618 -0.47521 -1.10 -0.09 -0.58
H 0.74355 0.98155 -2.01958 0.00 -0.24 0.29
H 1.58874 -0.62307 -2.19723 -0.04 0.02 0.18
H 2.44003 1.45413 0.79998 -0.15 0.08 0.01
H 1.03981 1.03167 1.79961 0.04 0.06 -0.12
H 0.83547 2.10434 0.40035 -0.02 -0.18 -0.05
H 1.72588 -1.36272 1.21407 0.13 0.13 -0.30


Record order is preserved below.
Energy above the lowest of the compared OMol25 structures with the same formula, charge and spin: 158.3 384.3 191.7 81.2 718.4 126.3 kJ/mol